Record 1
Here is a molecular structure, C31H51BBeClCs2F4O12S at a distorted geometry from the OMol25 dataset. Energies are from ωB97M-V with the def2-TZVPD basis set.

Values from the calculation:
Lowest unoccupied orbital energy, eV: -6.399
Gap between HOMO and LUMO, eV: 1.7
Charge: +1

Element x y z (Å)
1 C -6.122 0.266 -1.791
2 C 3.159 -0.013 -5.609
3 H 3.879 -1.874 -6.919
4 H 1.582 -2.419 -6.290
5 H 4.439 1.665 -6.514
6 C 1.870 -3.390 -5.702
7 C 1.716 0.343 10.673
8 H -1.411 -3.919 -9.671
9 H 4.435 1.663 8.737
10 Be -2.875 6.128 -2.793
11 H 1.642 1.376 10.336
12 H -0.357 -0.035 10.259
13 H 0.678 -5.305 -5.132
14 C 2.376 2.938 8.487
15 H 0.231 3.346 -6.567
16 H 0.580 -1.500 10.558
17 F -5.366 0.212 10.791
18 H 5.228 -0.891 -6.044
19 H -1.319 5.234 -1.801
20 O -3.562 -4.900 -7.551
21 H 2.516 3.580 7.615
22 H 1.192 -2.680 8.947
23 C 2.774 -3.149 -4.356
24 H 2.846 3.635 -6.175
25 C -1.162 5.121 -4.824
26 C 0.789 2.010 -1.515
27 O -1.304 -5.185 -6.717
28 H 3.082 -1.099 8.739
29 H 1.525 0.389 11.753
30 S -3.069 0.096 9.346
31 O 3.066 -0.108 10.550
32 O -2.820 -1.274 9.814
33 H -6.522 0.929 -1.034
34 H -0.480 -3.182 -7.105
35 H 2.420 -4.207 -6.371
36 H -2.665 -5.326 -10.155
37 C -2.238 -5.017 -7.846
38 H -1.955 4.524 -5.482
39 H 2.036 -0.344 -5.598
40 C -1.774 -5.008 -9.429
41 H 3.475 0.396 -4.535
42 Cl -2.447 2.866 -2.813
43 C -4.913 0.352 9.503
44 C -6.185 -1.180 -1.502
45 H 2.354 3.943 3.892
46 C -0.067 3.325 -1.013
47 F -5.643 -0.535 8.754
48 H 1.380 3.127 8.896
49 H 4.075 0.627 7.360
50 H 0.215 1.474 -6.346
51 C -5.644 -2.102 -2.521
52 H 4.170 -1.489 -3.651
53 F 1.087 -5.250 -3.167
54 Cs 4.510 1.963 -8.528
55 O 2.229 2.982 3.900
56 C -0.458 4.035 -3.814
57 H -1.646 -3.323 -5.595
58 H 1.640 0.768 -3.403
59 H 1.278 1.253 -0.748
60 C 3.695 0.958 8.327
61 H 3.245 0.948 -7.784
62 H 0.576 1.761 2.551
63 B 2.349 2.548 -6.255
64 H -0.890 -5.797 -9.531
65 H 2.027 2.780 4.826
66 C -5.118 -1.645 -3.662
67 H -0.176 -2.332 7.838
68 H 3.143 -4.229 -4.007
69 O 2.443 1.580 8.083
70 H 1.976 2.116 2.054
71 C 0.604 -0.526 10.061
72 C -0.689 4.300 -2.179
73 H -0.178 3.473 0.148
74 H -4.718 -2.308 -4.419
75 H 0.133 -3.801 -4.120
76 C 3.328 1.248 -6.644
77 C -0.803 -3.887 -6.219
78 H 3.112 3.188 9.257
79 H 5.062 -2.938 -4.481
80 C 0.735 2.452 -5.958
81 O -6.667 -1.599 -0.459
82 C -5.596 0.722 -2.932
83 C 0.465 -4.138 -5.193
84 Cs -6.918 1.290 12.139
85 H -0.420 5.732 -5.492
86 C 1.023 1.735 -3.145
87 C 3.595 -0.281 9.236
88 H 4.619 -0.649 9.381
89 H 2.065 -2.761 -3.501
90 H -1.822 5.870 -4.168
91 F -5.317 1.600 9.101
92 C 0.806 -1.995 8.184
93 C -5.055 -0.199 -3.951
94 H -5.543 1.780 -3.161
95 O 1.041 2.168 1.804
96 C 4.118 -1.305 -5.924
97 O -2.455 1.119 10.204
98 O 0.712 -0.655 8.647
99 C 4.123 -2.243 -4.575
100 O -2.766 0.282 7.920
101 H -5.697 -3.159 -2.292
102 H 1.495 -2.013 7.337
103 O -4.573 0.220 -4.994
104 C 0.442 2.731 -4.335

These are the Mulliken partial charges, in e, on atoms 1 to 6: atom 1 (C): -0.39, atom 2 (C): 0.15, atom 3 (H): 0.36, atom 4 (H): 0.08, atom 5 (H): 0.10, atom 6 (C): -0.25



Record 2
Here is a molecular structure, C31H51BrN2O2PPdS at a distorted geometry from the OMol25 dataset. Energies are from ωB97M-V with the def2-TZVPD basis set.

Values from the calculation:
2S+1: 5
Lowest unoccupied orbital energy (alpha / beta), eV: 2.479 / 1.603
Gap between HOMO and LUMO (alpha / beta), eV: 4.0 / 5.0
Relative energy (zero: lowest compared OMol25 entry of this formula, charge and spin), kcal/mol: 471.5
Charge: -1

Element x y z (Å)
1 C -5.603 2.078 4.711
2 C -0.423 4.179 0.067
3 C 3.266 -0.047 -3.347
4 H 1.285 0.912 -3.396
5 C -0.194 5.531 -0.155
6 C 1.950 4.909 -1.023
7 Pd 0.462 1.233 -0.046
8 H 0.984 -2.191 -0.027
9 H 6.132 -0.369 -2.132
10 C 4.059 -0.959 -4.298
11 H 3.500 2.007 -2.627
12 H -1.511 -3.716 0.502
13 C -6.843 0.152 3.745
14 C -2.855 -3.008 2.727
15 H 5.001 1.605 -0.995
16 H 3.102 -4.544 -2.057
17 H -6.261 3.243 2.288
18 H -6.511 2.333 5.270
19 H -7.753 0.476 4.264
20 C 1.784 -2.887 -0.297
21 C -4.306 -0.353 2.338
22 H 3.519 -1.881 -4.521
23 C 3.980 1.322 -3.333
24 H 4.534 -2.379 0.600
25 H -2.667 -4.077 2.572
26 H 5.026 -1.240 -3.878
27 H 3.901 1.335 0.353
28 H -4.106 -2.232 -0.435
29 C -3.101 -0.732 1.656
30 C 4.479 -1.300 0.746
31 Br -1.209 2.671 0.993
32 H 4.248 -0.465 -5.259
33 H -7.730 2.566 2.986
34 H 0.525 -1.955 -2.561
35 C -3.743 1.964 2.274
36 C -4.651 0.978 2.658
37 H 4.060 -3.312 -2.879
38 H -3.909 3.015 2.470
39 H 5.035 1.227 -3.072
40 H 3.546 -1.060 1.265
41 C 1.312 -2.706 -2.683
42 C -2.206 0.291 1.282
43 C -2.588 1.577 1.618
44 H 1.317 -0.646 -4.215
45 C 4.583 -0.533 -0.590
46 N 1.888 0.148 -0.919
47 H -4.986 -1.150 2.620
48 C -5.946 1.358 3.389
49 H 3.957 1.801 -4.320
50 H 6.731 -0.956 -0.590
51 H -7.162 -0.393 2.848
52 O -1.084 0.269 0.681
53 C 1.584 3.610 -0.747
54 H -2.066 -2.623 3.384
55 H 5.304 -1.046 1.424
56 H 1.257 6.941 -0.910
57 H -0.943 6.268 0.101
58 H -6.329 -0.553 4.409
59 H 1.687 -2.662 -3.706
60 H -3.802 -2.931 3.270
61 H 1.341 -3.890 -0.345
62 C 5.877 -0.998 -1.277
63 H 2.492 -2.910 0.528
64 H 5.799 -2.024 -1.639
65 C 2.439 -2.498 -1.648
66 H 2.913 5.137 -1.460
67 N 0.463 3.201 -0.226
68 H 5.632 1.043 0.532
69 C 4.786 0.943 -0.158
70 H 2.030 0.747 -4.987
71 H -5.056 3.013 4.545
72 C 1.026 5.901 -0.715
73 H -7.020 1.834 1.538
74 C -2.876 -2.242 1.381
75 H -1.353 3.828 0.500
76 C 1.899 0.252 -4.017
77 H 4.272 -3.596 -1.156
78 H 0.842 -3.692 -2.577
79 O 0.431 -0.357 0.112
80 C -6.783 2.304 2.501
81 C -4.038 -2.781 0.511
82 H -5.010 -2.700 1.009
83 H -3.895 -3.842 0.272
84 H -1.520 -2.182 -0.353
85 C 3.529 -3.539 -1.953
86 H -4.982 1.444 5.356
87 C -1.573 -2.630 0.646
88 H -0.682 -2.342 1.215
89 P 3.073 -0.755 -1.644
90 S 2.432 2.232 -0.987

These are the Mulliken partial charges, in e, on atoms 1 to 6: atom 1 (C): -1.67, atom 2 (C): -0.70, atom 3 (C): 2.00, atom 4 (H): 0.08, atom 5 (C): -0.98, atom 6 (C): -1.07



Record 3
Here is a molecular structure, C31H51BrN2OP2Pb at a distorted geometry from the OMol25 dataset. Energies are from ωB97M-V with the def2-TZVPD basis set.

Values from the calculation:
Lowest unoccupied orbital energy, eV: -7.847
Gap between HOMO and LUMO, eV: 3.8
Charge: +2

Element x y z (Å)
1 C -5.307 3.942 -5.306
2 C -1.802 1.047 -0.902
3 O -0.729 2.012 2.014
4 H -2.320 0.989 6.895
5 H 0.843 0.519 4.333
6 H -0.916 -5.304 0.388
7 H 5.267 -3.242 -1.905
8 H 0.249 -4.637 -1.593
9 C -2.910 3.389 -2.419
10 H -1.051 -0.503 5.201
11 H 5.673 -0.894 2.607
12 C 5.508 -1.843 2.085
13 H -0.099 3.388 4.902
14 H -4.330 -1.787 -0.698
15 H -1.197 -4.029 -3.563
16 H -2.516 1.701 -0.381
17 C 5.625 2.209 -0.274
18 C -4.250 3.414 -4.557
19 H -0.454 -4.999 2.066
20 H 1.392 1.927 3.395
21 H 4.222 1.099 0.983
22 H -2.104 -4.632 1.528
23 C 0.141 -0.521 -2.227
24 C -0.324 0.616 -2.801
25 C -1.359 -0.093 -0.288
26 C 0.579 1.538 4.016
27 H 0.152 0.978 6.779
28 Br 1.366 -0.687 0.336
29 H 3.501 -1.462 -1.695
30 P 5.316 -0.518 -0.411
31 C -1.815 1.360 5.996
32 H 4.977 -2.587 -3.523
33 C 5.343 -2.338 -2.521
34 Pb -0.714 3.927 -1.942
35 C 4.571 1.112 -0.058
36 H -2.669 -3.887 -1.650
37 C -0.278 -0.936 -0.861
38 C -0.219 -3.553 -3.420
39 C -0.590 -3.193 0.915
40 H -0.275 -2.529 -3.807
41 H -2.454 0.583 2.956
42 P -0.821 -2.697 -0.802
43 N -6.057 4.946 -4.868
44 H -3.185 3.329 -1.354
45 H 5.855 2.330 -1.339
46 C -4.781 5.039 -2.850
47 C 0.230 -3.597 -1.956
48 H 0.946 -1.091 -2.689
49 H -4.608 5.508 -1.879
50 C 0.382 2.452 5.221
51 C -2.543 -2.849 -1.300
52 H 3.702 1.244 -0.714
53 H 5.259 3.165 0.108
54 H 4.482 -2.644 0.352
55 H 0.482 -3.070 1.131
56 H -1.684 -0.348 0.720
57 C 4.624 -1.673 0.851
58 H 0.042 0.958 -3.785
59 C -1.839 0.228 4.963
60 H -4.208 -3.407 -0.013
61 C -5.821 5.487 -3.675
62 H 6.405 -2.074 -2.608
63 C -0.412 1.827 6.370
64 H -3.240 -2.082 0.663
65 H 6.483 -2.261 1.810
66 H 6.556 1.963 0.253
67 C -1.941 2.481 -2.986
68 H -2.804 -0.291 5.017
69 C -0.645 1.455 3.111
70 N -1.670 0.691 3.590
71 H 1.374 2.724 5.594
72 H 4.499 -0.332 -2.646
73 H -2.661 -2.204 -2.189
74 C -1.317 1.438 -2.184
75 C 4.534 -1.171 -1.937
76 H 3.625 -1.303 1.128
77 H -1.724 2.536 -4.066
78 H 0.506 -4.099 -4.034
79 C -3.627 -2.511 -0.268
80 H -1.100 -2.454 1.554
81 C -1.049 -4.615 1.230
82 H -6.469 6.307 -3.347
83 H 1.254 -3.205 -1.843
84 H 5.032 -2.533 2.791
85 C -3.972 3.963 -3.282
86 H -3.686 2.568 -4.953
87 H -0.501 2.565 7.176
88 H -5.540 3.524 -6.290
89 H -2.409 2.206 5.625

These are the Mulliken partial charges, in e, on atoms 1 to 6: atom 1 (C): -0.42, atom 2 (C): -0.41, atom 3 (O): -0.66, atom 4 (H): 0.37, atom 5 (H): 0.37, atom 6 (H): 0.31



Record 4
Here is 3 unconnected molecules or ions with the total composition C31H51Cl2N4O4 at a distorted geometry from the OMol25 dataset. Energies are from ωB97M-V with the def2-TZVPD basis set.

Values from the calculation:
Lowest unoccupied orbital energy, eV: -2.925
Gap between HOMO and LUMO, eV: 6.7
Charge: +1

Element x y z (Å)
1 C -2.284 -1.868 -4.927
2 H 2.030 0.322 1.703
3 C -1.907 3.257 1.577
4 C 3.506 0.243 4.136
5 H 5.743 3.174 2.346
6 H -0.270 -1.044 -0.073
7 H -1.473 -4.393 1.929
8 H -0.998 2.344 4.507
9 O 5.995 0.210 1.495
10 H -1.810 -2.852 1.130
11 H -1.422 2.002 -4.583
12 C -0.356 4.477 3.044
13 H 4.026 4.404 1.278
14 N 0.289 -3.796 -0.433
15 C -1.067 -3.408 1.705
16 O 3.406 4.668 1.971
17 C 0.322 3.631 0.753
18 H 4.504 0.189 4.554
19 H 0.384 -5.301 -1.842
20 H -3.098 -2.395 -2.999
21 C 3.167 1.605 3.647
22 C -0.346 0.743 3.182
23 H -2.646 3.386 2.352
24 H -5.122 -2.045 -6.255
25 H 1.444 0.932 5.511
26 H 3.059 -1.039 0.888
27 C -1.308 2.469 -0.613
28 C 5.132 2.320 2.038
29 H 2.808 -0.114 4.882
30 C 2.005 3.498 3.463
31 H -5.062 -0.285 -6.432
32 H -1.539 -5.985 0.429
33 H -2.164 -2.875 -5.333
34 H 4.992 2.418 0.964
35 H -1.603 1.983 -1.529
36 H -2.995 -2.322 -7.443
37 H 1.032 -1.307 -1.250
38 C -3.252 -1.310 -7.123
39 H -3.262 2.240 0.271
40 C 5.972 1.089 2.268
41 N -2.365 -0.933 -6.033
42 H -1.377 0.709 2.843
43 C 1.074 4.662 3.559
44 H 1.313 4.047 0.870
45 O 2.147 -1.294 2.770
46 C -0.466 -2.872 -1.253
47 H -1.349 -1.675 -4.391
48 N 3.087 3.569 2.697
49 C -0.336 1.484 4.519
50 H 0.796 -2.533 1.117
51 H -2.082 -5.158 -1.038
52 H -0.769 0.810 5.253
53 H -2.417 1.058 -6.578
54 C -1.350 0.924 -4.739
55 H -1.353 -6.754 -1.136
56 C -2.469 0.464 -5.662
57 C -0.625 3.772 1.768
58 H 0.921 -4.210 1.505
59 C 3.848 2.410 2.790
60 H -5.288 -1.313 -7.839
61 H 0.815 -5.795 -0.234
62 H -0.306 -3.132 -2.303
63 H 1.484 5.537 3.067
64 H -0.941 -2.892 2.660
65 O -1.246 4.963 3.680
66 H -4.309 -2.391 -4.265
67 C 0.286 -3.488 0.985
68 H -0.372 0.710 -5.174
69 H -1.552 -2.943 -1.076
70 H -0.032 -0.288 3.303
71 C -2.257 2.607 0.400
72 H -0.571 -0.791 -1.788
73 C 0.096 -5.192 -0.792
74 N 2.021 2.301 4.070
75 C 1.051 1.821 5.048
76 H 0.690 2.890 -1.224
77 C -0.029 2.981 -0.422
78 C -0.039 -1.422 -1.072
79 H 4.212 -1.547 2.977
80 C 2.784 -0.445 1.745
81 Cl 6.987 1.031 3.694
82 H 0.204 1.262 2.403
83 H -1.405 0.447 -3.758
84 H -3.008 -0.670 -7.976
85 H -3.717 -0.863 -3.603
86 H 0.975 4.913 4.609
87 C -4.765 -1.232 -6.885
88 C 3.402 -0.841 3.041
89 C -1.303 -5.795 -0.617
90 C -3.425 -1.871 -3.901
91 H -3.436 0.704 -5.191
92 Cl 0.933 2.996 6.390

These are the Mulliken partial charges, in e, on atoms 1 to 6: atom 1 (C): -0.67, atom 2 (H): -0.34, atom 3 (C): -0.52, atom 4 (C): -1.87, atom 5 (H): 0.66, atom 6 (H): -0.05



- charge of number 3 (C31H51BrN2OP2Pb)?
  +2